C22H23Br2N8O5Yb | ωB97M-V with the def2-TZVPD basis set

Last column: Löwdin charge in e.
CARTESIAN COORDINATES (ANGSTROEM)
Yb  -0.60208  0.32846  -0.37909  1.69
Br  4.22970  0.80703  -0.50638  0.57
Br  6.13605  3.18855  0.63467  0.57
O  -1.12458  -2.85864  2.68277  0.02
O  -1.64560  0.25080  -2.33106  -0.23
O  0.45780  -1.32510  -1.39792  -0.13
O  1.31062  3.61289  1.80018  0.01
O  -1.18824  -0.57243  -4.29778  0.00
N  0.33553  1.55363  1.34269  -0.01
N  -0.55066  -2.82643  -2.72202  0.23
N  -0.32773  -1.05562  1.43913  -0.03
N  0.66232  -3.54630  -0.94678  0.07
N  -1.08484  2.62257  -0.56788  -0.02
N  0.32523  0.96665  -3.46948  0.03
N  -2.34066  -1.41453  -0.30664  0.02
N  0.94436  1.25401  -2.19153  -0.04
C  4.55198  2.11711  0.92316  -1.04
C  0.50611  2.85974  1.23000  -0.52
C  -3.09217  -3.37534  0.88987  0.01
C  1.94116  1.20979  3.22992  -0.05
C  -0.33620  3.48449  0.20205  -0.14
C  2.20971  -0.97430  4.12924  -0.11
C  -4.23528  -3.42198  0.09098  -0.05
C  0.99669  0.74330  2.31434  -0.19
C  0.65761  -0.65303  2.34804  -0.23
C  -1.11901  -2.07809  1.72716  -0.50
C  -1.94960  3.08227  -1.45155  -0.13
C  2.60810  0.35435  4.09453  -0.10
C  1.76631  -3.36861  0.03299  -0.01
C  -4.43219  -2.39303  -0.84988  -0.03
C  0.20576  -2.52361  -1.68168  -0.58
C  -0.86363  0.18965  -3.38026  -0.68
C  -2.21361  -2.30553  0.70542  -0.17
C  -0.40991  4.87950  -0.02489  0.02
C  1.24387  -1.46669  3.28549  -0.05
C  -2.12148  4.44057  -1.66786  -0.02
C  -1.24639  5.31409  -0.98977  -0.05
C  -3.35951  -1.49748  -1.11964  -0.13
H  -5.34549  -2.46638  -1.52955  0.12
H  -0.91800  -3.73796  -2.87029  0.12
H  1.84109  0.81417  -1.96768  0.01
H  3.68225  2.71891  0.99058  -0.04
H  0.22197  5.49116  0.52851  0.10
H  2.68568  -3.51300  -0.47456  0.07
H  -5.01020  -4.15794  0.26667  0.10
H  -0.97833  -2.06371  -3.21958  0.06
H  2.66627  -1.69972  4.82703  0.11
H  3.34534  0.81373  4.78668  0.11
H  -1.32757  6.35261  -1.18325  0.10
H  -2.96083  -3.98734  1.74684  0.11
H  -2.58834  2.36120  -1.96784  0.11
H  1.68617  -4.10306  0.80133  0.08
H  4.72180  1.52022  1.85995  0.02
H  0.98554  0.81613  -4.22862  0.14
H  -3.41317  -0.81459  -1.92669  0.09
H  -2.78618  4.89224  -2.34471  0.09
H  2.14445  2.23680  2.98413  0.08
H  1.14451  2.27456  -2.25020  0.11
H  0.96589  -2.53625  3.32415  0.11
H  1.81526  -2.37394  0.40500  0.06
H  0.57639  -4.44057  -1.37845  0.13

- LUMO level (spin up / spin down): -0.208 / -0.206 eV
- Expectation value of S²: 0.751
- Frontier orbital gap (spin up / spin down): 7.051 / 7.051 eV
- Multiplicity: 2
- ΔE to the lowest compared entry with this formula, charge and spin: 59.6 kJ/mol
- HOMO level (spin up / spin down): -0.2668 / -0.2667 hartree